{
  "formula": "C27H26Cl2CrN8O3",
  "method": "wB97M-V/def2-TZVPD",
  "s2": 6.046,
  "homo_energy_ev": [-5.2, -7.2],
  "gap_ev": [4.9, 6.9],
  "lumo_energy_ha": [-0.01147, -0.01153],
  "charge": 0,
  "e_above_lowest_ev": 1.400,
  "multiplicity": 5,
  "e_tot_ev": -99952.853,
  "species": ["Cr", "Cl", "C", "C", "C", "N", "C", "O", "C", "C", "C", "C", "C", "N", "C", "C", "C", "Cl", "N", "C", "O", "C", "C", "C", "C", "C", "N", "H", "H", "H", "H", "H", "H", "H", "H", "H", "H", "N", "C", "C", "C", "N", "H", "H", "H", "H", "H", "H", "H", "H", "H", "H", "N", "C", "O", "C", "C", "C", "N", "C", "C", "H", "H", "H", "H", "H", "H"],
  "positions_angstrom": [[0.00318, 0.13948, 1.28530], [6.83537, 0.03948, 2.30899], [5.18327, -0.44646, 2.09850], [4.25850, 0.49353, 1.65681], [2.94931, 0.11949, 1.47684], [1.89514, 1.00702, 1.09247], [1.51766, 0.90869, -0.16919], [0.32651, 1.26396, -0.45970], [2.36723, 0.34714, -1.27986], [3.13634, 1.21965, -2.03887], [3.88292, 0.69479, -3.07994], [3.82622, -0.66892, -3.31899], [3.00981, -1.44758, -2.51276], [2.28234, -0.95639, -1.51236], [2.51102, -1.19370, 1.71903], [3.43891, -2.12347, 2.18239], [4.76101, -1.74153, 2.36754], [5.88041, -2.92861, 2.95388], [1.16046, -1.41034, 1.53110], [0.53585, -2.42446, 2.32331], [0.73183, -3.62812, 2.17405], [-0.31382, -1.80829, 3.30523], [-0.89936, -2.46913, 4.40470], [-1.45856, -1.74349, 5.41459], [-1.42756, -0.31303, 5.34691], [-0.91501, 0.27568, 4.22716], [-0.42285, -0.41971, 3.18368], [4.57111, 1.51183, 1.46798], [3.14708, 2.27743, -1.81124], [4.49987, 1.34040, -3.69110], [4.39921, -1.12106, -4.11656], [2.93009, -2.51679, -2.67270], [3.13170, -3.13922, 2.38661], [-0.84357, -3.54963, 4.42942], [-1.88421, -2.23671, 6.27808], [-1.79477, 0.29766, 6.15870], [-0.89024, 1.35732, 4.13638], [-1.65914, 1.62802, 1.33809], [-2.97464, 1.28233, 1.91469], [-3.62741, 0.10963, 1.19721], [-2.84426, -1.19527, 1.24158], [-1.56410, -1.07439, 0.51525], [-1.30998, 2.48863, 1.74950], [-1.74372, 1.81296, 0.34102], [-3.64706, 2.14424, 1.87420], [-2.83251, 1.02422, 2.96247], [-3.83140, 0.37098, 0.15369], [-4.59573, -0.06140, 1.67161], [-3.44900, -1.98639, 0.79178], [-2.63652, -1.48086, 2.27294], [-1.74906, -0.69702, -0.42300], [-1.14476, -1.99427, 0.39516], [-3.02771, 2.70926, -6.58786], [-1.88084, 2.17547, -6.08665], [-0.83444, 2.17259, -6.69843], [-1.97403, 1.59091, -4.70060], [-2.95097, 1.94389, -3.77985], [-2.94601, 1.32587, -2.53920], [-2.05553, 0.40408, -2.18312], [-1.10505, 0.09053, -3.06421], [-1.02299, 0.65586, -4.32441], [-3.00213, 3.00939, -7.54814], [-3.92230, 2.50027, -6.18406], [-3.68693, 2.70784, -3.99313], [-3.69924, 1.58860, -1.80329], [-0.37042, -0.63762, -2.73724], [-0.23454, 0.38472, -5.01240]],
  "atomic_forces_ev_per_a": [[-0.994, 0.004, 0.910], [-0.019, -0.004, 0.004], [0.023, -0.029, 0.002], [0.015, 0.027, -0.043], [0.027, 0.032, 0.046], [-0.152, -0.294, -0.174], [0.629, 0.548, -0.571], [0.047, -0.578, 0.034], [0.098, 0.324, -0.054], [0.061, -0.034, 0.049], [-0.001, 0.011, 0.006], [0.002, 0.024, -0.006], [-0.007, -0.005, 0.002], [-0.120, -0.021, 0.000], [-0.009, 0.027, 0.081], [0.009, -0.036, -0.062], [-0.004, 0.016, -0.001], [0.006, -0.002, -0.015], [-0.068, -0.212, -0.383], [-0.013, 0.153, 0.101], [0.039, -0.045, 0.062], [0.115, 0.047, -0.037], [-0.038, -0.020, -0.041], [-0.003, 0.007, -0.002], [-0.037, -0.028, 0.030], [-0.010, -0.052, -0.043], [0.057, 0.104, 0.131], [-0.005, 0.003, 0.017], [0.015, -0.004, 0.009], [0.001, -0.010, -0.008], [-0.005, -0.018, 0.005], [0.012, -0.003, -0.003], [0.011, 0.001, -0.001], [0.004, -0.001, 0.018], [-0.004, -0.005, -0.003], [0.008, 0.002, 0.002], [0.006, 0.002, -0.010], [0.148, -0.003, 0.052], [-0.033, -0.029, -0.040], [0.054, -0.009, 0.017], [-0.064, 0.086, 0.012], [0.189, 0.042, -0.109], [-0.001, 0.004, -0.005], [0.013, 0.045, -0.006], [0.000, -0.002, -0.006], [0.000, 0.019, 0.007], [0.008, 0.020, -0.016], [-0.019, -0.009, -0.038], [-0.006, -0.001, 0.010], [0.034, -0.013, -0.012], [-0.017, -0.058, 0.003], [0.013, 0.007, 0.021], [0.001, 0.009, -0.026], [0.018, 0.004, 0.047], [0.001, 0.003, -0.007], [-0.030, 0.002, -0.015], [0.014, 0.043, 0.004], [0.009, -0.034, -0.076], [-0.104, 0.041, 0.042], [0.054, -0.035, 0.093], [0.032, -0.023, -0.017], [-0.002, 0.012, 0.006], [0.006, -0.017, 0.008], [-0.014, -0.016, -0.002], [-0.004, -0.021, 0.005], [0.004, 0.007, -0.006], [-0.002, -0.004, 0.001]]
}


{
  "formula": "C39H43Cl2CoN3O4",
  "method": "wB97M-V/def2-TZVPD",
  "s2": 1.098,
  "homo_energy_ev": [-2.3, -2.5],
  "gap_ev": [6.9, 7.0],
  "lumo_energy_ha": [0.16778, 0.16777],
  "charge": -2,
  "e_above_lowest_ev": 1.435,
  "multiplicity": 2,
  "e_tot_ev": -116476.029,
  "species": ["Co", "C", "C", "C", "C", "C", "C", "C", "C", "C", "C", "C", "C", "N", "C", "O", "C", "C", "C", "C", "C", "N", "C", "O", "N", "C", "C", "C", "C", "C", "C", "C", "C", "C", "C", "C", "C", "H", "H", "H", "H", "H", "H", "H", "H", "H", "H", "H", "H", "H", "H", "H", "H", "H", "H", "H", "H", "H", "H", "H", "H", "H", "H", "H", "H", "H", "H", "H", "H", "H", "H", "H", "H", "H", "C", "C", "C", "C", "C", "C", "H", "H", "H", "H", "H", "Cl", "C", "Cl", "C", "O", "O", "H"],
  "positions_angstrom": [[0.20577, -0.21380, -0.10501], [-2.42607, 2.60644, -4.11550], [-2.82167, 1.28106, -3.45670], [-4.32392, 1.03017, -3.60683], [-2.02537, 0.12735, -4.02199], [-2.03527, -0.07287, -5.39066], [-1.29937, -1.08510, -5.97860], [-0.48541, -1.86343, -5.17531], [-0.44718, -1.69841, -3.80142], [0.48088, -2.56056, -2.98201], [-0.00129, -4.00883, -2.91517], [1.91632, -2.49292, -3.50593], [-1.27746, -0.73741, -3.18466], [-1.35744, -0.60058, -1.81037], [-2.55778, -0.76325, -1.23687], [-3.56528, -1.28025, -1.74198], [-2.60847, -0.18216, 0.14765], [-3.74086, -0.07026, 0.94386], [-3.66174, 0.68483, 2.10614], [-2.47748, 1.34569, 2.42630], [-1.39041, 1.19335, 1.58350], [-1.47839, 0.42127, 0.50374], [-0.16166, 2.07029, 1.58874], [0.04733, 2.86770, 2.50329], [0.55727, 1.92425, 0.45990], [1.27116, 2.99047, -0.03123], [0.62244, 4.24828, -0.18218], [1.33814, 5.35438, -0.60103], [2.66692, 5.26189, -0.96587], [3.26723, 4.01596, -0.94629], [2.60595, 2.88504, -0.49190], [3.39304, 1.59148, -0.49883], [2.72341, 0.48559, -1.31533], [3.69282, 1.12431, 0.92341], [-0.86837, 4.41379, 0.02304], [-1.52313, 4.97974, -1.24217], [-1.18679, 5.28558, 1.23822], [-2.90952, 3.43465, -3.59946], [-2.72633, 2.64014, -5.16123], [-1.34827, 2.74440, -4.06467], [-2.59611, 1.36404, -2.38994], [-4.60659, 0.97420, -4.65766], [-4.89302, 1.83101, -3.13433], [-4.57013, 0.08797, -3.12319], [-2.64717, 0.56493, -6.01795], [-1.34589, -1.25534, -7.04885], [0.12129, -2.63673, -5.63217], [0.47936, -2.15927, -1.96351], [-0.02513, -4.45185, -3.91121], [-0.99867, -4.04982, -2.48889], [0.66272, -4.59524, -2.28128], [2.01302, -2.97200, -4.48002], [2.58498, -2.99674, -2.81004], [2.22611, -1.45560, -3.59982], [-4.65918, -0.54457, 0.62734], [-4.53365, 0.79774, 2.73932], [-2.39918, 1.99047, 3.28750], [0.84239, 6.31659, -0.65256], [3.21516, 6.13799, -1.29066], [4.29538, 3.92786, -1.28129], [4.35437, 1.80790, -0.99046], [1.85635, 0.05431, -0.75491], [3.43050, -0.32130, -1.50333], [2.36951, 0.86821, -2.27198], [2.76283, 0.93986, 1.44937], [4.25866, 1.88350, 1.46327], [4.27048, 0.20255, 0.91037], [-1.30803, 3.42706, 0.19092], [-1.25975, 6.02467, -1.39948], [-2.60770, 4.91180, -1.16332], [-1.20299, 4.41087, -2.11172], [-0.77928, 6.28919, 1.11714], [-0.74551, 4.82769, 2.12022], [-2.26505, 5.36067, 1.38148], [0.39030, -4.97116, 0.90005], [1.56957, -4.27824, 0.69327], [1.54346, -2.93247, 0.36371], [0.34388, -2.22559, 0.24171], [-0.82575, -2.94610, 0.48094], [-0.81234, -4.29734, 0.78764], [0.40613, -6.02635, 1.15377], [2.52114, -4.79303, 0.78715], [2.49097, -2.43278, 0.20552], [-1.78819, -2.45444, 0.40722], [-1.74801, -4.82495, 0.93888], [3.54430, -1.85884, 3.20245], [2.25322, -1.01229, 4.04752], [2.83921, 0.56353, 4.59641], [0.94299, -0.84575, 3.11661], [-0.07740, -1.18201, 3.69038], [1.17883, -0.41280, 1.98859], [2.01009, -1.59669, 4.93791]],
  "atomic_forces_ev_per_a": [[1.136, -0.676, 0.431], [-0.001, -0.162, 0.206], [-0.180, 0.114, -0.082], [0.103, -0.065, 0.193], [0.064, -0.064, 0.234], [-0.040, -0.043, -0.177], [0.077, -0.048, -0.117], [-0.053, -0.019, -0.255], [-0.024, 0.128, 0.299], [0.018, 0.046, 0.125], [0.076, 0.226, 0.139], [-0.210, 0.017, 0.146], [-0.227, -0.155, -0.742], [0.285, 0.268, 0.795], [0.773, -0.493, -0.817], [-0.367, 0.056, 0.319], [0.098, 0.590, 0.394], [-0.083, -0.038, -0.173], [0.311, 0.048, -0.075], [-0.153, -0.010, 0.028], [-0.472, 0.022, -0.208], [-1.458, -0.368, 1.279], [0.874, 0.096, -0.059], [-0.341, -0.088, 0.180], [-0.500, -1.070, -0.400], [0.213, 0.672, -0.145], [0.035, -0.216, 0.062], [0.079, 0.163, 0.002], [0.084, 0.068, -0.077], [0.061, 0.228, -0.030], [0.009, -0.116, -0.044], [-0.090, -0.103, 0.205], [-0.176, -0.056, 0.223], [0.010, 0.170, -0.154], [-0.133, 0.119, 0.052], [0.052, -0.202, 0.123], [0.063, -0.206, 0.036], [-0.035, 0.126, 0.020], [-0.031, -0.022, -0.152], [0.122, 0.098, -0.005], [0.026, -0.002, -0.111], [-0.022, 0.049, -0.166], [-0.108, 0.117, 0.016], [-0.115, -0.014, -0.019], [-0.030, 0.072, -0.007], [0.022, 0.028, 0.005], [0.056, -0.038, 0.009], [-0.028, -0.136, -0.302], [-0.015, -0.079, -0.141], [-0.176, -0.050, 0.056], [0.048, -0.088, 0.082], [0.033, -0.051, -0.126], [0.117, -0.067, 0.083], [0.145, 0.131, -0.044], [0.009, -0.030, -0.042], [0.015, -0.029, 0.026], [0.084, 0.042, 0.066], [-0.068, 0.044, -0.040], [0.022, 0.014, -0.015], [0.034, -0.099, 0.021], [-0.195, 0.020, -0.022], [1.105, 0.194, -0.568], [-0.047, -0.164, 0.045], [-0.153, -0.069, -0.032], [-0.002, -0.086, 0.146], [0.053, 0.057, 0.043], [0.064, -0.178, 0.053], [0.060, 0.137, -0.084], [0.047, 0.121, -0.018], [-0.143, 0.026, -0.014], [-0.030, -0.017, -0.131], [0.013, 0.148, -0.074], [-0.028, 0.098, 0.079], [-0.134, 0.066, 0.012], [-0.062, -0.327, 0.084], [0.234, -0.098, -0.039], [-0.053, 0.189, -0.111], [-0.563, 0.820, -0.291], [-0.012, -0.007, -0.127], [-0.148, -0.067, 0.080], [0.021, 0.006, -0.013], [0.016, 0.019, 0.007], [0.095, 0.157, 0.019], [0.005, -0.074, 0.024], [-0.024, -0.010, 0.045], [0.439, -0.349, -0.221], [-0.908, -0.185, -0.111], [0.051, 0.393, 0.155], [1.151, -0.354, 1.093], [-0.949, -0.148, 0.277], [0.087, 0.647, -1.157], [-0.009, 0.189, -0.277]]
}


charge of number 1 (C27H26Cl2CrN8O3)? 0